1.
{
  "formula": "Cl2Hg3O8",
  "method": "ωB97M-V/def2-TZVPD",
  "symbols": ["Hg", "Hg", "Hg", "Cl", "O", "O", "O", "O", "Cl", "O", "O", "O", "O"],
  "positions_angstrom": [[-4.86, 0.34, -1.81], [0.79, -2.60, -1.47], [0.60, 2.83, 0.76], [-1.57, -0.36, -0.04], [-1.71, -1.27, 1.02], [-0.49, -0.70, -1.01], [-2.92, -0.20, -0.66], [-0.97, 0.84, 0.47], [2.30, 0.18, 0.54], [1.87, -1.20, 0.21], [2.74, 0.93, -0.60], [1.08, 1.04, 0.95], [3.14, 0.15, 1.63]],
  "multiplicity": 1,
  "charge": 4,
  "homo_ev": -24.5,
  "relative_energy_kj_mol": 0.0
}


2.
{
  "formula": "C24H18N3NaO7S",
  "method": "ωB97M-V/def2-TZVPD",
  "symbols": ["Na", "C", "C", "C", "C", "C", "C", "C", "C", "S", "C", "N", "C", "C", "C", "C", "C", "C", "C", "C", "H", "H", "H", "H", "H", "H", "H", "H", "H", "H", "H", "H", "H", "H", "H", "H", "O", "C", "O", "C", "C", "C", "C", "C", "C", "O", "N", "O", "O", "N", "O", "O", "H", "H"],
  "positions_angstrom": [[-0.02, -0.40, -1.59], [-0.86, -0.42, 4.13], [-1.30, 1.00, 3.93], [0.03, 1.81, 3.72], [-2.02, 1.47, 5.18], [-2.22, 1.08, 2.67], [-3.45, 1.80, 2.71], [-4.19, 2.17, 1.57], [-3.85, 1.58, 0.35], [-4.39, 1.94, -1.35], [-3.09, 0.87, -1.92], [-2.24, 0.45, -0.98], [-2.64, 0.80, 0.29], [-1.84, 0.58, 1.43], [-2.95, 0.53, -3.30], [-3.89, 0.74, -4.30], [-3.70, 0.19, -5.60], [-2.51, -0.35, -5.94], [-1.49, -0.60, -4.92], [-1.70, -0.13, -3.62], [-0.10, -0.52, 4.90], [-0.48, -0.93, 3.22], [-1.70, -1.08, 4.45], [0.55, 1.82, 4.69], [-0.22, 2.84, 3.45], [0.76, 1.44, 3.02], [-1.31, 1.24, 6.01], [-2.84, 0.77, 5.36], [-2.35, 2.53, 5.11], [-3.85, 2.17, 3.65], [-5.11, 2.69, 1.70], [-0.85, 0.14, 1.27], [-4.79, 1.36, -4.07], [-4.55, 0.36, -6.24], [-2.26, -0.58, -6.96], [-0.61, -1.19, -5.16], [0.84, -0.80, 0.36], [1.82, -1.59, 0.63], [2.02, -2.33, 1.63], [3.03, -1.68, -0.37], [4.10, -2.54, 0.00], [5.29, -2.41, -0.65], [5.57, -1.54, -1.64], [4.52, -0.71, -2.04], [3.15, -0.86, -1.57], [2.14, -0.39, -2.14], [4.89, 0.36, -2.89], [5.99, 0.29, -3.43], [4.13, 1.37, -3.01], [6.40, -3.23, -0.17], [7.42, -3.25, -0.83], [6.18, -3.86, 0.88], [3.98, -3.44, 0.63], [6.54, -1.56, -2.25]],
  "multiplicity": 1,
  "charge": -2,
  "homo_ev": -1.7,
  "relative_energy_kj_mol": 16.6
}


3.
{
  "formula": "C20H18NO4",
  "method": "ωB97M-V/def2-TZVPD",
  "symbols": ["O", "O", "O", "O", "C", "C", "C", "C", "C", "C", "C", "C", "C", "C", "C", "C", "C", "C", "C", "C", "C", "N", "C", "C", "C", "H", "H", "H", "H", "H", "H", "H", "H", "H", "H", "H", "H", "H", "H", "H", "H", "H", "H"],
  "positions_angstrom": [[-5.45, -0.80, -2.41], [4.59, -0.76, 2.47], [2.44, -2.50, 1.66], [-5.21, 1.57, -4.04], [-4.27, 1.28, -3.32], [-4.41, 0.06, -2.44], [-3.40, -0.17, -1.62], [-3.04, 2.16, -3.18], [0.16, -1.56, 0.67], [3.40, 1.02, 1.40], [3.48, -0.34, 1.77], [-0.95, 2.68, -2.04], [-2.14, 0.60, -1.45], [0.14, 2.32, -1.19], [-1.06, 0.31, -0.50], [2.39, -1.11, 1.38], [2.33, 1.57, 0.71], [-2.06, 1.83, -2.25], [0.10, 1.15, -0.42], [1.25, -0.65, 0.71], [1.19, 0.74, 0.40], [-1.06, -0.86, 0.27], [4.34, -1.01, 3.85], [3.58, -3.19, 1.05], [-2.31, -0.85, 1.18], [-6.26, -0.36, -2.83], [-5.14, 2.43, -4.52], [-3.49, -1.17, -1.22], [-2.95, 3.14, -3.73], [0.11, -2.56, 1.15], [4.25, 1.57, 1.70], [-0.84, 3.74, -2.36], [0.96, 2.98, -1.08], [2.39, 2.61, 0.45], [5.18, -1.73, 4.08], [3.36, -1.44, 4.04], [4.47, -0.17, 4.54], [3.17, -3.81, 0.33], [4.21, -3.64, 1.87], [4.29, -2.48, 0.42], [-2.62, 0.22, 1.53], [-3.19, -1.45, 0.84], [-1.93, -1.38, 2.12]],
  "multiplicity": 1,
  "charge": 1,
  "homo_ev": -10.6,
  "relative_energy_kj_mol": 208.9,
  "smiles": "COc1ccc2c(c[n+](C)c3c4cc(O)c(O)cc4ccc23)c1OC"
}